This record from the OMol25 dataset describes a molecular structure, C4H6O2 at a distorted geometry. The level of theory is the ωB97M-V functional and the def2-TZVPD basis.

Last column: Mulliken charge in e.
CARTESIAN COORDINATES (ANGSTROEM)
C -1.268 -0.068 -0.017  -1.323
C 0.026 0.371 0.687  0.047
C 1.033 -0.725 0.316  -0.343
O 0.874 -0.636 -1.102  -0.544
C 0.251 1.108 -0.565  0.434
O 0.306 2.025 -1.269  -0.378
H -0.280 -0.595 -1.094  0.532
H -1.626 -1.039 0.342  0.355
H -2.058 0.681 -0.028  0.255
H 0.079 0.882 1.653  0.392
H 0.769 -1.714 0.707  0.274
H 2.063 -0.474 0.585  0.300

Cartesian forces, eV/Å:
-0.42 -0.10 0.17
0.11 0.06 -0.09
0.08 -0.07 0.17
-0.09 -0.09 -0.12
0.04 0.98 -0.46
-0.03 -0.90 0.62
0.22 0.06 -0.01
0.07 0.12 -0.03
0.15 -0.08 -0.01
-0.02 -0.07 -0.16
0.02 0.14 -0.05
-0.14 -0.02 -0.02

LUMO energy: 0.81 eV
2S+1: 1
Energy relative to the best compared isomer or geometry (same formula, charge and spin): 452.0 kJ/mol
Energy: -306.33414 Eh
Max |F|: 1.1 eV/A
HOMO-LUMO gap: 9.147 eV
HOMO energy: -8.3 eV